{"formula": "C102H82F16O8V2", "method": "ωB97M-V/def2-TZVPD", "e_above_lowest_kj_mol": 253.7, "e_homo_ev": -8.92, "lumo_ev": -1.97, "elements": ["O", "V", "O", "O", "V", "O", "C", "C", "C", "O", "C", "C", "C", "O", "O", "O", "H", "H", "F", "C", "C", "C", "C", "C", "C", "H", "H", "H", "H", "H", "F", "C", "C", "C", "C", "C", "C", "H", "H", "H", "H", "H", "F", "C", "C", "C", "C", "C", "C", "H", "H", "H", "H", "H", "F", "C", "C", "C", "C", "C", "C", "H", "H", "H", "H", "H", "F", "C", "C", "C", "C", "C", "C", "H", "H", "H", "H", "H", "F", "C", "C", "C", "C", "C", "C", "H", "H", "H", "H", "H", "F", "C", "C", "C", "C", "C", "C", "H", "H", "H", "H", "H", "F", "C", "C", "C", "C", "C", "C", "H", "H", "H", "H", "H", "F", "C", "C", "C", "C", "C", "C", "H", "H", "H", "H", "H", "F", "C", "C", "C", "C", "C", "C", "H", "H", "H", "H", "H", "F", "C", "C", "C", "C", "C", "C", "H", "H", "H", "H", "H", "F", "C", "C", "C", "C", "C", "C", "H", "H", "H", "H", "H", "F", "C", "C", "C", "C", "C", "C", "H", "H", "H", "H", "H", "F", "C", "C", "C", "C", "C", "C", "H", "H", "H", "H", "H", "F", "C", "C", "C", "C", "C", "C", "H", "H", "H", "H", "H", "F", "C", "C", "C", "C", "C", "C", "H", "H", "H", "H", "H"], "coordinates": [[-2.498693, -0.540697, -4.003197], [-2.660293, -0.347937, -2.431667], [-3.953073, -1.082747, -1.965877], [4.644017, 0.994043, 2.776713], [3.151977, 0.888873, 3.158493], [2.922767, 0.493693, 4.683643], [-0.087493, 1.772373, 0.308703], [0.932237, 1.247243, 1.053103], [1.377177, -0.239737, 0.829443], [2.333537, -0.673367, 1.554213], [0.758997, -1.109067, 0.008573], [-0.350923, -0.687417, -0.795937], [-0.720203, 0.897033, -0.681137], [-1.658763, 1.217383, -1.359987], [-1.006983, -1.390997, -1.591287], [1.435587, 2.008593, 2.012933], [-0.224263, 2.825393, 0.505793], [1.039867, -2.151737, -0.009997], [-2.234693, 4.633243, 7.548493], [-2.574653, 4.185643, 6.328333], [-1.671963, 3.521553, 5.568703], [-2.029623, 2.898703, 4.336753], [-3.281323, 3.274613, 3.789603], [-4.156353, 4.045603, 4.494263], [-3.824483, 4.475153, 5.804703], [-0.754493, 3.317513, 6.100693], [-1.305703, 2.296013, 3.808463], [-3.369353, 2.944333, 2.765123], [-5.041783, 4.282963, 3.923233], [-4.530003, 5.089103, 6.344803], [1.063867, -4.876527, -6.039377], [1.651537, -4.152497, -5.058247], [0.970797, -3.855487, -3.857887], [1.612687, -3.186847, -2.839777], [2.900887, -2.687487, -3.105297], [3.554317, -3.019137, -4.297487], [2.953507, -3.701027, -5.271457], [-0.039803, -4.173677, -3.648507], [1.211827, -2.950267, -1.865227], [3.338227, -2.044697, -2.355657], [4.564647, -2.640677, -4.346487], [3.471907, -3.849157, -6.207257], [5.517097, -2.062057, -0.381217], [6.788707, -1.682317, -0.577117], [7.611927, -2.494467, -1.354607], [8.881747, -2.041877, -1.619927], [9.371297, -0.911987, -0.995347], [8.648057, -0.167187, -0.113547], [7.308597, -0.522797, 0.108483], [7.200417, -3.306717, -1.935397], [9.563777, -2.586327, -2.256177], [10.364367, -0.518857, -1.155527], [9.103527, 0.744043, 0.245073], [6.663447, 0.099363, 0.711063], [-10.331813, -3.657577, -2.456667], [-9.121583, -3.240407, -1.983397], [-8.312693, -2.372317, -2.771197], [-7.032303, -2.042367, -2.267797], [-6.600703, -2.550597, -1.007917], [-7.328413, -3.480487, -0.363447], [-8.646213, -3.757357, -0.740997], [-8.713593, -1.976127, -3.692457], [-6.452663, -1.305537, -2.803997], [-5.583933, -2.326077, -0.721267], [-6.958953, -3.803407, 0.598643], [-9.329773, -4.383817, -0.187197], [1.916077, -2.204737, 5.364683], [0.624267, -1.922467, 5.050943], [-0.238193, -1.181737, 5.962343], [-1.534743, -0.819557, 5.617593], [-1.889493, -0.919997, 4.253313], [-1.114023, -1.613267, 3.393443], [0.080647, -2.214607, 3.826603], [0.116017, -0.857417, 6.929683], [-2.073893, -0.363347, 6.434643], [-2.755323, -0.389417, 3.885593], [-1.310473, -1.504727, 2.337013], [0.740347, -2.718507, 3.135753], [-3.867403, 1.803023, -2.806347], [-3.727393, 2.421643, -4.030547], [-4.837333, 2.721593, -4.775637], [-4.701383, 3.315803, -6.001777], [-3.439403, 3.423563, -6.587527], [-2.352073, 3.193143, -5.863547], [-2.459753, 2.705853, -4.592337], [-5.787283, 2.549193, -4.291627], [-5.612423, 3.639673, -6.482937], [-3.310383, 3.635353, -7.638677], [-1.384463, 3.435113, -6.277777], [-1.551543, 2.457583, -4.063267], [5.775557, -0.217217, -7.537107], [4.823977, 0.434103, -6.863987], [5.006857, 1.651723, -6.269237], [4.051687, 2.152903, -5.427467], [2.857537, 1.440223, -5.218137], [2.582107, 0.274763, -5.931317], [3.603177, -0.251557, -6.655157], [5.944097, 2.184433, -6.204477], [4.207597, 3.029973, -4.816857], [2.092977, 1.844873, -4.571517], [1.687037, -0.259427, -5.648667], [3.606657, -1.255447, -7.053407], [2.972987, 2.362083, -2.192237], [4.109567, 2.553663, -1.533407], [3.950577, 3.202553, -0.326667], [5.126767, 3.612143, 0.316643], [6.376397, 3.204613, -0.221357], [6.552507, 2.506763, -1.416207], [5.366217, 2.080943, -2.021977], [3.045037, 3.742513, -0.092497], [5.042497, 4.280313, 1.160953], [7.298017, 3.438633, 0.290753], [7.513137, 2.231633, -1.825957], [5.273487, 1.554413, -2.960367], [1.097527, -6.356907, 6.871263], [0.154757, -6.543537, 5.847963], [-0.598953, -7.727177, 5.757553], [-1.431523, -7.971577, 4.610373], [-1.438333, -6.962307, 3.616163], [-0.565593, -5.815887, 3.621153], [0.084667, -5.598107, 4.799143], [-0.700773, -8.385507, 6.607623], [-2.026093, -8.859277, 4.452653], [-1.954833, -7.209007, 2.700323], [-0.597583, -4.996647, 2.918143], [0.657557, -4.690447, 4.918873], [-3.990723, -0.037897, 1.148413], [-4.976013, 0.849703, 1.207953], [-4.879073, 1.981263, 0.422453], [-5.980093, 2.844313, 0.327003], [-7.096843, 2.602233, 1.127433], [-7.114703, 1.565103, 2.032343], [-6.075923, 0.641763, 2.111573], [-3.917813, 2.215033, -0.010837], [-5.888453, 3.673423, -0.358977], [-7.834393, 3.389653, 1.176283], [-7.944363, 1.419433, 2.708243], [-5.979713, -0.140777, 2.849673], [-6.956713, -4.761047, -4.755027], [-5.670863, -4.491697, -4.973967], [-4.767013, -4.579867, -3.884937], [-3.425043, -4.244467, -4.113307], [-2.950313, -3.857077, -5.371817], [-3.780673, -4.056477, -6.463007], [-5.150203, -4.281017, -6.271787], [-5.190793, -4.793317, -2.914757], [-2.765703, -4.235257, -3.257987], [-1.950613, -3.569327, -5.661997], [-3.450463, -3.721467, -7.435177], [-5.775353, -4.218037, -7.150207], [3.186767, 3.156803, 4.385033], [2.486297, 3.885793, 5.268033], [2.706347, 3.738943, 6.641183], [2.106707, 4.550533, 7.575023], [1.172807, 5.488073, 7.144143], [0.956207, 5.674993, 5.745643], [1.565587, 4.844083, 4.844413], [3.458127, 3.039003, 6.974833], [2.315857, 4.484573, 8.632523], [0.616557, 6.056423, 7.874873], [0.250737, 6.442223, 5.462683], [1.223677, 4.809173, 3.820553], [-1.376503, 6.548653, -4.994467], [-0.715453, 5.920393, -3.918027], [-1.445533, 5.259023, -2.904357], [-0.767573, 4.573003, -2.006217], [0.668477, 4.539053, -1.992097], [1.469377, 5.100743, -3.010477], [0.712277, 5.870863, -3.876297], [-2.522823, 5.321053, -2.949087], [-1.351433, 4.091493, -1.235727], [1.077217, 3.968493, -1.171257], [2.528467, 5.188453, -2.818067], [1.291087, 6.466193, -4.566927], [7.159807, -3.512107, 4.450943], [5.947787, -3.900227, 3.940923], [5.353137, -4.924877, 4.527093], [4.158947, -5.348577, 3.971283], [3.460437, -4.683087, 2.983123], [4.067357, -3.571527, 2.417993], [5.343217, -3.205527, 2.857863], [5.747327, -5.387197, 5.419993], [3.684257, -6.188267, 4.457073], [2.488897, -5.002297, 2.635823], [3.571757, -2.997617, 1.648953], [5.967827, -2.452687, 2.400163], [-1.386423, 8.142283, 4.315543], [-0.906633, 7.938103, 3.066523], [-0.896343, 6.664793, 2.518163], [-0.264673, 6.454793, 1.314353], [0.289517, 7.464913, 0.621523], [0.303677, 8.751303, 1.175073], [-0.202223, 8.974293, 2.475093], [-1.299123, 5.873333, 3.132783], [-0.406463, 5.511813, 0.807323], [0.828607, 7.329863, -0.304507], [0.671387, 9.596723, 0.612513], [-0.267693, 9.932003, 2.969973], [1.470897, -7.861117, -1.748967], [0.675687, -6.858247, -1.348777], [1.043277, -5.939897, -0.367847], [0.141317, -4.958437, 0.065963], [-1.223453, -5.005277, -0.403467], [-1.592423, -5.940947, -1.389627], [-0.646963, -6.883307, -1.845257], [2.008517, -5.938427, 0.116623], [0.374507, -4.128557, 0.716603], [-1.876863, -4.201347, -0.098247], [-2.593243, -6.141477, -1.742527], [-0.900573, -7.690977, -2.515897]], "forces_ev_per_a": [[-0.2, 0.2, 1.4], [1.4, 0.2, -1.1], [-0.2, 0.0, 0.2], [1.0, 0.1, 0.3], [-3.7, -0.4, -0.7], [0.6, 0.1, -1.5], [0.0, -1.8, -1.6], [0.4, 0.8, 1.6], [1.8, 1.4, 2.8], [0.2, 2.0, 1.1], [-3.2, -0.8, -2.9], [2.6, 1.5, 1.9], [2.9, -0.9, 3.5], [-3.2, 0.4, -2.7], [-1.5, 1.0, -0.4], [1.3, -3.1, -0.8], [-0.8, 0.0, -0.5], [0.2, 0.1, 0.1], [0.0, 0.0, 0.0], [-1.6, 0.8, -0.8], [0.9, -2.4, -0.6], [-0.5, 2.2, 1.4], [2.9, -1.5, -0.3], [0.2, 0.3, 0.7], [-0.9, 0.2, -0.9], [0.5, -0.2, -0.4], [0.0, 0.0, -0.1], [-0.9, 0.1, -0.1], [-0.5, 0.4, 0.7], [0.0, 0.0, 0.2], [-0.1, 0.3, 0.4], [-0.1, 0.5, 0.8], [-0.3, -1.0, -0.6], [1.9, 1.2, -0.7], [-0.9, -0.7, 0.3], [1.0, 2.2, 3.0], [-1.3, -1.3, -1.6], [-0.1, -0.4, -0.5], [-0.6, -0.3, -0.3], [0.5, -0.1, 0.0], [0.2, 0.0, -0.6], [-0.2, -0.4, -0.1], [-0.2, 0.2, 0.0], [1.6, 1.2, 1.3], [-1.0, 0.8, -0.6], [1.0, 0.0, 0.3], [1.2, 0.2, -0.2], [-1.8, -0.1, -0.1], [-0.4, -1.2, -1.0], [-0.1, -0.3, 0.3], [-0.2, -0.2, -0.2], [0.3, -0.5, -0.4], [-0.3, 0.0, 0.5], [-0.2, -0.1, 0.1], [0.7, 0.5, 0.4], [1.6, -0.1, 0.6], [0.0, -0.8, 1.6], [-1.5, -0.2, 0.7], [1.2, 0.9, -3.1], [-1.8, -0.1, 1.6], [-0.7, 0.3, -2.2], [0.1, 0.0, -0.1], [0.3, -0.2, 0.0], [-0.1, 0.2, 0.3], [-0.1, -0.5, 0.0], [0.2, -0.2, 0.1], [-1.2, -0.1, -0.2], [-1.9, 1.7, 1.4], [1.1, -1.1, -0.5], [1.7, -0.2, -0.6], [-1.2, 0.7, 1.5], [1.1, -0.1, -0.4], [1.2, 0.2, -0.6], [0.3, -0.4, 0.2], [-0.5, 0.3, -0.5], [-0.2, -0.1, 0.0], [-0.2, -0.6, -0.2], [0.0, -0.1, -0.3], [0.4, -0.2, -0.3], [1.9, 0.4, -1.7], [-0.6, 0.1, 1.7], [-0.1, -0.3, -0.8], [-2.6, 0.7, -1.7], [2.0, -0.1, 0.8], [-0.5, -1.2, 2.3], [-0.3, 0.1, -0.2], [0.1, -0.1, -0.4], [-0.3, 0.6, 0.0], [0.2, -0.3, 0.0], [0.0, 0.0, 0.3], [0.4, 0.2, -0.2], [-2.1, -0.7, 0.8], [1.6, 0.6, 0.4], [-2.2, -0.8, 0.9], [0.0, 1.1, -0.8], [0.3, 0.6, 1.8], [1.9, -0.7, -1.5], [0.4, -0.2, -0.8], [0.2, 0.2, -0.2], [0.1, 0.1, 0.2], [-0.1, -0.3, -0.5], [-0.4, -0.1, -0.2], [-0.5, -0.7, -1.1], [1.6, -0.6, 1.0], [1.5, 1.6, -0.3], [0.7, -1.1, -1.1], [0.3, 0.6, 0.7], [-2.2, -0.5, 0.5], [-1.8, 1.1, -0.4], [-0.4, -0.6, 0.2], [0.3, -0.2, 0.2], [-0.1, 0.4, 0.3], [0.0, 0.0, 0.2], [0.5, -0.2, -0.1], [-1.8, -0.2, -1.3], [0.0, -0.8, -0.8], [-0.7, 0.5, -0.2], [1.5, 2.9, 0.1], [1.3, -0.7, -0.7], [-2.4, -1.5, 1.5], [1.8, 0.1, 1.5], [0.5, -0.2, 0.0], [0.0, 0.0, 0.4], [-0.3, 0.2, -0.1], [-0.1, -0.4, -0.4], [0.2, 0.1, 0.1], [0.8, -0.6, 0.3], [-2.1, 0.6, 1.2], [-0.4, 0.0, 0.1], [0.6, -0.9, 0.5], [0.6, 1.3, -0.4], [0.3, -1.1, 0.6], [1.8, 0.7, -1.8], [0.0, -0.1, -0.5], [-0.3, 0.2, 0.2], [-0.5, -0.3, -0.2], [-0.1, 0.2, 0.0], [-0.4, -0.2, -0.1], [-0.4, 0.2, -0.2], [2.5, -0.5, -0.4], [-0.5, 0.7, -1.5], [-0.1, 0.4, 0.3], [-0.3, -1.4, -0.5], [-1.2, 1.4, 0.7], [-0.4, -0.1, 0.6], [0.2, -0.1, 0.2], [0.1, 0.1, 0.1], [0.3, 0.1, 0.9], [0.1, -0.4, -0.2], [-0.4, -0.2, 0.1], [0.2, -0.4, -0.7], [-1.2, 1.4, 2.2], [1.5, -0.7, -0.9], [-1.2, 0.7, -0.3], [0.3, 0.2, -1.2], [-0.3, -0.1, 2.5], [0.3, -1.0, -1.0], [0.0, -0.2, -0.1], [0.1, -0.3, 0.0], [0.0, 0.3, -0.1], [-0.1, -0.1, -0.3], [0.3, 0.4, -0.3], [1.2, -0.8, 2.0], [1.1, -0.4, -0.2], [-1.2, 2.5, -4.0], [3.0, -1.1, 2.2], [-1.0, -1.0, -0.1], [-2.8, 0.3, 2.9], [-0.8, 0.9, -2.0], [-0.1, -0.1, 0.1], [0.3, -0.3, 0.3], [0.4, 0.0, 0.0], [0.1, -0.1, -0.7], [-0.3, 0.1, -0.5], [-0.6, 0.2, -0.7], [0.9, 2.5, -1.5], [-1.2, -1.7, 0.8], [-1.4, -0.8, 0.9], [0.6, 0.2, 0.0], [1.0, 0.3, 0.1], [0.8, -0.5, 0.8], [0.2, -0.1, -0.1], [-0.1, -0.2, 0.0], [-0.1, -0.2, 0.1], [0.1, 0.1, -0.1], [-0.3, 0.4, -0.1], [-0.3, -0.2, -0.3], [1.6, -0.3, 0.1], [-0.4, 0.4, 1.3], [-1.4, -1.6, -0.1], [1.3, 2.4, -0.5], [-0.3, 0.1, 1.1], [-1.0, -0.2, -1.2], [-0.3, -0.3, -0.2], [0.4, -0.4, 0.2], [-0.3, -0.2, -0.3], [0.3, 0.0, 0.0], [0.4, 0.2, -0.2], [0.4, 0.3, 0.2], [-2.0, 0.2, 0.4], [0.2, 0.6, 0.3], [-2.5, -1.0, -1.6], [1.8, 0.1, -0.7], [1.2, -1.0, 0.6], [0.9, 0.7, 0.9], [0.3, -0.3, -0.4], [0.4, -0.3, 0.3], [-0.3, -0.2, 0.1], [-0.3, 0.6, 0.1], [-0.2, 0.1, -0.2]]}